[1]
Here is C56H126AsB3F18N7 as an isolated structure in a non-equilibrium geometry from OMol25. Energies are from the ωB97M-V functional and the def2-TZVPD basis.

Its total charge is +3. As for the total energy: -6700.30587 a.u. The maximum force comes out at 5.94 eV Å⁻¹. For the HOMO-LUMO gap, the calculation gives 9.3 eV. Its lowest unoccupied orbital energy is -6.00 eV. As for the spin multiplicity: 1. For the HOMO energy, the calculation gives -15.3 eV.

Element x y z (Å)
C -3.51 -3.15 -4.36
C -4.61 -2.03 -4.33
C -4.01 -0.87 -3.44
N -4.86 0.43 -3.54
C -5.11 0.91 -4.99
C -6.21 0.33 -2.73
C -6.58 1.81 -2.39
C -5.31 2.73 -2.43
C -4.21 1.66 -2.78
H -3.31 -3.37 -3.31
H -2.63 -2.89 -4.95
H -3.84 -4.12 -4.73
H -5.49 -2.35 -3.77
H -4.91 -1.73 -5.33
H -3.12 -0.48 -3.93
H -3.83 -1.06 -2.38
H -5.55 1.91 -5.01
H -5.84 0.26 -5.47
H -4.13 0.83 -5.47
H -6.99 -0.17 -3.31
H -6.05 -0.21 -1.80
H -7.38 2.08 -3.08
H -6.99 1.77 -1.38
H -5.45 3.43 -3.24
H -5.05 3.30 -1.54
H -3.45 2.09 -3.44
H -3.88 1.07 -1.93
C -0.12 -9.59 0.31
C 0.68 -8.28 0.33
C -0.06 -7.08 0.99
N 0.40 -5.72 0.42
C 1.88 -5.47 0.54
C -0.31 -4.60 1.22
C -1.62 -4.34 0.61
C -1.38 -4.58 -0.88
C -0.17 -5.60 -0.99
H 0.59 -10.35 -0.02
H -0.84 -9.52 -0.50
H -0.56 -10.02 1.21
H 0.96 -8.02 -0.70
H 1.64 -8.47 0.80
H 0.20 -7.08 2.05
H -1.13 -7.21 0.83
H 2.30 -5.62 1.53
H 2.12 -4.48 0.17
H 2.26 -6.31 -0.05
H 0.28 -3.68 1.20
H -0.46 -4.85 2.27
H -2.10 -3.39 0.83
H -2.34 -5.08 0.98
H -1.12 -3.69 -1.45
H -2.24 -4.88 -1.47
H 0.63 -5.15 -1.57
H -0.49 -6.60 -1.29
C 1.71 1.86 -3.34
C 0.66 1.79 -2.25
C 1.05 0.75 -1.15
N -0.21 0.14 -0.39
C -1.10 -0.66 -1.39
C -1.19 1.13 0.27
C -1.80 0.26 1.27
C -0.60 -0.59 1.83
C 0.32 -0.86 0.65
H 2.77 1.75 -3.08
H 1.55 2.74 -3.96
H 1.69 1.04 -4.05
H -0.29 1.52 -2.72
H 0.53 2.77 -1.79
H 1.70 1.27 -0.44
H 1.56 -0.14 -1.52
H -0.41 -1.18 -2.06
H -1.68 0.07 -1.96
H -1.70 -1.37 -0.83
H -1.92 1.62 -0.37
H -0.53 1.91 0.65
H -2.63 -0.30 0.86
H -2.39 0.89 1.93
H -0.89 -1.51 2.34
H 0.01 0.06 2.44
H 0.19 -1.91 0.39
H 1.34 -0.63 0.97
C -1.25 10.17 -3.90
C -0.61 8.85 -3.94
C -1.50 7.59 -4.31
N -0.72 6.25 -4.45
C 0.07 5.92 -3.16
C -1.82 5.13 -4.70
C -2.20 5.20 -6.18
C -0.88 5.64 -6.83
C 0.11 6.22 -5.73
H -1.89 10.40 -4.75
H -0.44 10.91 -3.97
H -1.80 10.36 -2.98
H 0.04 8.69 -3.07
H 0.18 8.91 -4.69
H -1.93 7.79 -5.29
H -2.35 7.45 -3.64
H -0.61 6.00 -2.32
H 0.76 6.76 -3.14
H 0.55 4.95 -3.30
H -1.27 4.21 -4.52
H -2.62 5.08 -3.96
H -2.56 4.20 -6.43
H -2.92 5.99 -6.41
H -0.44 4.80 -7.38
H -1.07 6.34 -7.64
H 1.07 5.71 -5.61
H 0.33 7.26 -6.00
C -1.19 -5.72 7.73
C -1.21 -4.75 6.62
C -2.26 -3.61 6.81
N -2.29 -2.54 5.67
C -0.91 -1.81 5.75
C -3.35 -1.52 6.05
C -4.21 -1.30 4.79
C -3.46 -2.03 3.62
C -2.58 -3.09 4.32
H -2.04 -6.40 7.78
H -1.06 -5.24 8.70
H -0.39 -6.46 7.58
H -1.35 -5.24 5.65
H -0.21 -4.34 6.51
H -2.19 -3.08 7.76
H -3.29 -3.95 6.85
H -0.11 -2.50 5.47
H -0.85 -1.52 6.80
H -0.90 -0.91 5.13
H -3.00 -0.59 6.51
H -4.07 -1.95 6.74
H -4.36 -0.24 4.60
H -5.20 -1.75 4.84
H -2.89 -1.18 3.25
H -4.08 -2.35 2.78
H -1.73 -3.34 3.68
H -3.15 -3.98 4.56
C 5.30 2.20 -2.22
C 6.39 1.13 -2.48
C 5.90 -0.33 -2.30
N 6.80 -1.51 -2.80
C 8.28 -1.26 -2.42
C 6.32 -2.89 -2.33
C 5.96 -3.66 -3.66
C 5.78 -2.58 -4.74
C 6.70 -1.50 -4.37
H 4.81 2.39 -3.17
H 5.68 3.19 -1.99
H 4.53 1.87 -1.52
H 7.17 1.35 -1.76
H 6.90 1.20 -3.45
H 4.96 -0.52 -2.81
H 5.81 -0.60 -1.25
H 8.37 -1.30 -1.33
H 8.73 -0.35 -2.83
H 8.70 -2.21 -2.74
H 7.19 -3.41 -1.92
H 5.46 -2.71 -1.69
H 6.71 -4.40 -3.94
H 5.06 -4.28 -3.56
H 6.01 -2.96 -5.73
H 4.79 -2.13 -4.77
H 7.65 -1.83 -4.79
H 6.52 -0.48 -4.72
C 2.81 2.42 2.72
C 3.12 1.58 4.02
C 2.00 1.70 5.10
N 2.48 1.43 6.55
C 2.94 -0.07 6.66
C 1.34 1.88 7.53
C 2.18 2.38 8.78
C 3.70 2.31 8.42
C 3.66 2.31 6.91
H 2.53 3.46 2.91
H 1.83 2.18 2.31
H 3.58 2.39 1.94
H 4.14 1.86 4.30
H 3.19 0.56 3.65
H 1.08 1.14 4.91
H 1.62 2.72 5.17
H 2.07 -0.62 6.29
H 3.18 -0.33 7.69
H 3.80 -0.25 6.02
H 0.86 0.94 7.79
H 0.68 2.69 7.24
H 2.01 1.68 9.60
H 2.03 3.36 9.24
H 4.16 1.33 8.58
H 4.23 3.17 8.81
H 4.61 1.89 6.59
H 3.48 3.33 6.57
As -2.28 2.64 5.49
F -0.89 3.20 4.57
F -1.80 3.81 6.73
F -3.71 2.15 6.40
F -2.61 1.43 4.22
F -1.23 1.43 6.20
F -3.24 3.91 4.57
B -1.11 0.62 -5.92
F -0.18 0.80 -6.91
F -1.92 1.74 -5.74
F -1.84 -0.50 -6.19
F -0.47 0.35 -4.71
B -2.42 4.23 -0.98
F -2.23 3.33 -1.94
F -3.34 3.82 -0.08
F -1.15 4.53 -0.42
F -2.81 5.42 -1.51
B 2.23 -2.60 -2.31
F 2.71 -3.89 -2.55
F 3.20 -1.86 -1.90
F 1.84 -1.98 -3.51
F 1.16 -2.78 -1.43


[2]
Here is a 15-piece molecular cluster, C56H142O17 overall in a non-equilibrium geometry from OMol25. Energies are from the ωB97M-V functional and the def2-TZVPD basis.

Its total charge is 0. As for the total energy: -3497.55899 a.u. The maximum force comes out at 3.27 eV Å⁻¹. For the HOMO-LUMO gap, the calculation gives 9.9 eV. Its lowest unoccupied orbital energy is 0.68 eV. As for the spin multiplicity: 1. For the HOMO energy, the calculation gives -9.2 eV.

Element x y z (Å)
C 6.20 -3.56 2.79
C 4.69 -3.38 2.92
O 3.88 -4.61 3.00
C 3.62 -5.08 1.71
C 2.81 -6.34 1.86
H 6.53 -3.89 1.79
H 6.66 -2.60 2.98
H 6.54 -4.17 3.60
H 4.46 -2.75 3.83
H 4.33 -2.82 2.02
H 3.12 -4.29 1.15
H 4.55 -5.30 1.16
H 1.79 -6.16 2.25
H 3.32 -6.98 2.57
H 2.77 -6.90 0.89
C 0.45 -4.21 -0.67
C 1.19 -4.57 -1.91
O 1.62 -3.49 -2.72
C 1.62 -3.88 -4.07
C 2.38 -2.83 -4.88
H -0.41 -3.59 -1.00
H 0.20 -5.07 -0.01
H 1.10 -3.61 -0.03
H 2.04 -5.23 -1.72
H 0.48 -5.16 -2.46
H 2.18 -4.85 -4.14
H 0.59 -4.09 -4.40
H 3.30 -2.51 -4.41
H 1.72 -1.89 -4.88
H 2.59 -3.11 -5.89
C 5.28 3.53 -0.67
C 4.64 4.34 0.51
O 3.23 4.42 0.58
C 2.61 3.19 0.90
C 1.12 3.45 1.05
H 5.08 4.13 -1.57
H 6.36 3.33 -0.49
H 4.79 2.57 -0.90
H 4.98 3.99 1.48
H 4.97 5.33 0.45
H 2.72 2.47 0.07
H 3.05 2.72 1.74
H 0.65 2.46 1.21
H 0.85 3.89 0.11
H 0.76 4.06 1.88
C -8.14 2.13 -2.18
C -7.08 1.64 -3.10
O -5.81 2.14 -2.67
C -4.72 1.66 -3.38
C -3.35 2.34 -2.99
H -8.34 3.20 -2.35
H -9.06 1.64 -2.53
H -7.89 1.98 -1.13
H -7.03 0.55 -3.06
H -7.19 1.92 -4.16
H -4.64 0.60 -3.28
H -4.94 1.86 -4.47
H -2.60 1.76 -3.58
H -3.07 2.05 -1.98
H -3.29 3.42 -3.23
C 7.87 0.00 -3.47
C 6.60 -0.78 -3.89
O 6.15 -1.82 -3.10
C 5.52 -1.39 -1.88
C 4.91 -2.67 -1.28
H 7.73 0.37 -2.41
H 8.81 -0.62 -3.41
H 8.07 0.98 -3.96
H 5.74 -0.12 -3.85
H 6.79 -1.10 -4.93
H 6.37 -1.06 -1.27
H 4.80 -0.57 -1.92
H 5.67 -3.39 -0.98
H 4.20 -3.09 -2.02
H 4.40 -2.46 -0.34
C -4.41 1.47 4.00
C -3.55 2.73 4.05
O -4.33 3.90 3.81
C -3.72 5.08 4.21
C -4.56 6.30 4.15
H -3.79 0.58 4.29
H -5.17 1.71 4.76
H -4.81 1.45 3.02
H -3.08 2.83 4.99
H -2.75 2.74 3.33
H -3.34 4.93 5.27
H -2.81 5.32 3.67
H -5.37 6.24 4.84
H -5.04 6.45 3.17
H -3.90 7.13 4.46
C -4.30 3.50 0.38
C -4.89 4.80 -0.11
O -4.16 5.88 0.35
C -4.83 7.11 0.23
C -3.79 8.15 0.28
H -4.15 3.42 1.46
H -5.00 2.71 0.20
H -3.32 3.34 -0.09
H -4.90 4.77 -1.24
H -5.93 4.89 0.26
H -5.34 7.13 -0.78
H -5.68 7.14 0.97
H -3.28 8.06 1.22
H -4.15 9.11 0.13
H -2.97 7.89 -0.38
C 5.60 0.11 1.69
C 7.06 0.52 1.89
O 7.67 -0.48 2.65
C 8.94 -0.08 3.06
C 9.46 -1.16 4.07
H 5.67 -0.90 1.39
H 5.02 0.15 2.62
H 5.13 0.68 0.89
H 7.56 0.54 0.88
H 7.14 1.52 2.44
H 9.55 -0.08 2.16
H 8.94 0.87 3.56
H 8.73 -1.12 4.92
H 10.43 -0.84 4.47
H 9.42 -2.18 3.71
C 0.00 0.22 -4.94
C -1.23 -0.39 -5.76
O -2.16 -1.05 -4.86
C -1.63 -2.27 -4.38
C -2.52 -2.83 -3.28
H -0.38 0.69 -3.98
H 0.81 -0.49 -4.73
H 0.39 1.02 -5.53
H -1.79 0.38 -6.30
H -0.82 -1.08 -6.51
H -1.61 -2.94 -5.26
H -0.61 -2.11 -4.00
H -2.84 -2.09 -2.57
H -1.88 -3.59 -2.80
H -3.39 -3.27 -3.77
C -6.22 -0.44 0.24
C -7.16 -1.42 -0.45
O -6.65 -1.61 -1.80
C -7.22 -2.63 -2.58
C -6.33 -2.95 -3.72
H -6.20 0.43 -0.41
H -6.66 -0.10 1.21
H -5.27 -0.92 0.30
H -7.10 -2.40 0.06
H -8.17 -0.98 -0.38
H -7.30 -3.58 -1.97
H -8.21 -2.35 -2.82
H -5.32 -3.05 -3.40
H -6.39 -2.17 -4.46
H -6.67 -3.85 -4.20
C -4.01 -3.78 0.06
C -3.02 -4.15 1.08
O -3.62 -4.01 2.31
C -2.68 -4.55 3.30
C -3.38 -4.44 4.72
H -4.95 -4.26 0.31
H -4.13 -2.76 -0.15
H -3.69 -4.21 -0.90
H -2.71 -5.20 0.98
H -2.16 -3.48 0.96
H -2.48 -5.64 3.07
H -1.78 -3.95 3.24
H -3.09 -5.18 5.46
H -4.48 -4.48 4.50
H -3.32 -3.41 5.04
C -2.33 -0.14 1.61
C -1.67 0.02 0.23
O -0.34 -0.32 0.33
C 0.22 -0.26 -0.92
C 1.70 -0.47 -0.74
H -3.37 0.16 1.58
H -2.37 -1.19 1.93
H -1.74 0.42 2.34
H -2.17 -0.64 -0.55
H -1.66 1.07 -0.02
H -0.20 -1.13 -1.38
H -0.06 0.65 -1.43
H 1.74 -1.28 -0.02
H 2.10 0.43 -0.26
H 2.27 -0.79 -1.59
C -0.31 4.63 -2.36
C 1.16 4.13 -2.41
O 1.16 2.77 -2.72
C 2.46 2.25 -2.98
C 3.15 2.75 -4.26
H -0.93 4.18 -1.62
H -0.32 5.76 -2.29
H -0.72 4.45 -3.35
H 1.57 4.69 -3.28
H 1.89 4.40 -1.60
H 3.11 2.41 -2.11
H 2.25 1.22 -3.14
H 2.44 2.69 -5.09
H 4.00 2.03 -4.44
H 3.57 3.76 -4.15
C 0.93 -3.16 2.86
C 0.69 -3.15 4.36
O -0.41 -2.32 4.73
O 1.25 -1.82 2.42
H -0.02 -3.52 2.41
H 1.77 -3.82 2.55
H 1.62 -2.81 4.80
H 0.45 -4.14 4.75
H -0.34 -1.47 4.30
H 0.46 -1.48 1.97
C 2.02 0.40 5.31
C 0.93 1.43 5.18
O -0.15 0.98 4.28
O 2.70 0.20 4.10
H 1.68 -0.57 5.67
H 2.80 0.73 6.03
H 1.33 2.34 4.73
H 0.41 1.61 6.12
H 0.24 1.26 3.40
H 2.19 -0.44 3.59